The following is a quantum chemistry calculation of C32H26MgN9S3 as an isolated structure, from the Open Molecules 2025 dataset.

```
71
Properties=species:S:1:pos:R:3:lowdin_charge:R:1
Mg -0.05157 0.12897 0.03398 0.53
C -0.98288 3.11181 -0.52064 -0.08
N 0.15922 2.40697 0.07495 -0.24
C 0.30157 2.81638 1.48275 -0.08
C 1.34604 2.69574 -0.73216 -0.19
C 1.81857 3.99327 -0.82345 -0.05
C 2.84720 4.32708 -1.69199 -0.11
C 3.36434 3.33113 -2.50738 -0.11
C 2.91257 2.02780 -2.41618 -0.04
C 1.92200 1.64339 -1.48630 -0.22
N 1.42710 0.37951 -1.30331 -0.01
C 2.16037 -0.77633 -1.50631 -0.26
C 3.55302 -0.86728 -1.67016 -0.03
C 4.19827 -2.08623 -1.76282 -0.10
C 3.49041 -3.27512 -1.71322 -0.10
C 2.12278 -3.21783 -1.50052 -0.05
C 1.47419 -2.00306 -1.36829 -0.25
N 0.04874 -1.95484 -1.04709 -0.24
C -0.70353 -2.08869 -2.29882 -0.08
C -0.38452 -2.99906 -0.10950 -0.10
H -0.85824 4.19879 -0.45444 0.09
H -1.07458 2.84794 -1.57319 0.08
H -1.90156 2.83882 0.00445 0.08
H 0.40364 3.90349 1.58144 0.09
H -0.58941 2.50608 2.03263 0.08
H 1.16147 2.32650 1.93790 0.04
H 1.37474 4.76388 -0.20340 0.10
H 3.22279 5.34074 -1.73863 0.09
H 4.13722 3.57062 -3.22880 0.10
H 3.31628 1.28278 -3.08404 0.10
H 4.15133 0.02766 -1.62246 0.10
H 5.27889 -2.10377 -1.82257 0.10
H 3.99890 -4.22822 -1.77229 0.09
H 1.56485 -4.13985 -1.39230 0.10
H -0.47613 -3.04510 -2.78510 0.10
H -1.77871 -2.05052 -2.10580 0.08
H -0.42290 -1.28236 -2.97712 0.09
H -0.37167 -3.99834 -0.56060 0.08
H 0.25727 -2.99044 0.77033 0.04
H -1.41549 -2.79203 0.19455 0.08
S 1.72429 0.86769 4.08919 0.49
C 2.57979 -0.15488 3.01208 -1.15
S 1.78889 -1.09537 1.76460 0.61
C 3.96646 -0.28982 3.13875 -0.43
C 4.75687 -1.10934 2.28477 -0.29
N 5.44984 -1.78405 1.65149 0.12
C 4.69791 0.39835 4.14579 -0.31
N 5.29925 0.93504 4.97371 0.11
S -7.28646 -1.79883 1.36373 0.99
N -6.60151 -1.22142 0.01912 -0.22
C -5.34368 -0.95925 0.32316 -0.31
C -4.35197 -0.42342 -0.58483 -0.08
C -4.61834 -0.10346 -1.91484 0.02
C -3.59928 0.39601 -2.69595 -0.02
C -2.33731 0.54454 -2.12902 -0.13
N -2.06979 0.24655 -0.86660 0.08
C -3.05828 -0.22013 -0.09072 -0.13
C -2.72022 -0.49677 1.30679 -0.15
N -1.45919 -0.22070 1.68007 0.08
C -1.11884 -0.40978 2.95023 -0.13
C -2.01987 -0.92139 3.89372 0.00
C -3.29702 -1.24005 3.51286 0.02
C -3.67514 -1.01032 2.18286 -0.09
C -5.00734 -1.25456 1.67543 -0.30
N -6.02364 -1.73760 2.36852 -0.22
H -5.61648 -0.25252 -2.30557 0.12
H -3.75770 0.65864 -3.73205 0.11
H -1.49933 0.90015 -2.71770 0.12
H -0.10955 -0.11267 3.24928 -0.05
H -1.67409 -1.05438 4.90951 0.12
H -4.02088 -1.64655 4.20753 0.12
```

- charge = -1
- maximum force (eV/Å) = 1.0
- energy above the lowest of the compared OMol25 structures with the same formula, charge and spin (eV) = 0.2134
- electronic energy (eV) = -84972.736
- gap between HOMO and LUMO (hartree) = 0.1543